{
  "formula": "C36H47N12O3STi",
  "method": "wB97M-V/def2-TZVPD",
  "symbols": ["Ti", "O", "C", "C", "C", "C", "C", "C", "C", "O", "N", "N", "C", "C", "C", "C", "C", "C", "C", "O", "H", "H", "H", "H", "H", "H", "H", "H", "H", "H", "C", "C", "N", "C", "S", "N", "N", "C", "C", "C", "C", "C", "C", "C", "N", "H", "H", "H", "H", "H", "H", "H", "H", "H", "H", "H", "H", "H", "C", "N", "C", "C", "N", "C", "C", "N", "C", "C", "N", "C", "N", "C", "C", "C", "N", "C", "H", "H", "H", "H", "H", "H", "H", "H", "H", "H", "H", "H", "H", "H", "H", "H", "H", "H", "H", "H", "H", "H", "H", "H"],
  "xyz": [[-0.28970, 0.22481, 0.24175], [-3.01177, -2.82285, 1.82631], [-2.49052, -2.93216, 3.07672], [-2.93232, -3.99264, 3.86159], [-2.43903, -4.16785, 5.13741], [-1.49163, -3.28719, 5.65965], [-1.05344, -2.23426, 4.88708], [-1.53814, -2.03645, 3.58815], [-1.02518, -0.90586, 2.79669], [-1.41884, -0.80583, 1.53305], [-0.20884, -0.03972, 3.28904], [0.03729, 0.90478, 2.29009], [0.24292, 2.09700, 2.73133], [0.20593, 3.27683, 1.91990], [0.45300, 4.53602, 2.48991], [0.24257, 5.68176, 1.76157], [-0.22779, 5.58726, 0.44689], [-0.48888, 4.36549, -0.13518], [-0.27647, 3.20034, 0.60320], [-0.59798, 2.02329, 0.08347], [-2.57491, -2.04860, 1.41774], [-3.66713, -4.66793, 3.44227], [-2.79341, -4.99814, 5.73431], [-1.10719, -3.42595, 6.66044], [-0.32138, -1.53523, 5.26902], [0.33807, 2.21046, 3.80942], [0.80226, 4.59112, 3.51445], [0.43793, 6.65064, 2.20018], [-0.38926, 6.49125, -0.12689], [-0.83569, 4.27413, -1.15576], [3.34987, 5.13729, 0.21971], [3.71376, 4.38157, -1.04770], [2.56482, 3.83929, -1.75828], [1.97936, 2.64870, -1.46561], [0.91051, 1.99873, -2.62398], [2.37989, 2.14705, -0.29646], [1.90459, 0.95878, 0.11985], [2.68909, 0.33050, 0.94316], [4.00442, 0.85792, 1.41594], [2.26485, -1.00494, 1.34143], [3.11578, -1.90351, 1.97929], [2.69527, -3.20328, 2.18126], [1.43788, -3.58563, 1.73469], [0.63770, -2.62970, 1.14559], [1.03174, -1.36743, 0.97488], [4.24993, 5.50469, 0.71676], [2.81254, 4.48400, 0.90694], [2.71245, 5.99245, -0.00959], [4.39736, 3.56337, -0.81017], [4.22998, 5.04505, -1.74266], [2.35949, 4.18058, -2.68034], [4.06172, 1.92468, 1.23274], [4.83626, 0.37612, 0.89261], [4.12592, 0.65972, 2.48254], [4.09700, -1.58388, 2.29723], [3.34260, -3.91694, 2.67392], [1.07040, -4.59429, 1.86004], [-0.36549, -2.86780, 0.81652], [-3.46829, 1.52135, 1.55676], [-3.91802, 0.32672, 0.88041], [-5.31793, -0.05057, 1.02475], [-5.47046, -1.18515, 0.02307], [-4.30343, -1.00764, -0.84533], [-3.89332, -2.13017, -1.67307], [-3.39163, -0.18601, -0.24784], [-2.16975, 0.04143, -0.70421], [-1.99389, 0.22081, -2.14252], [-1.00933, -0.79453, -2.68053], [0.08709, -1.01223, -1.71733], [0.99022, -1.87623, -2.07893], [0.93889, -2.86303, -3.02885], [0.01682, -3.11788, -4.13414], [2.22686, -3.56159, -3.11012], [2.82520, -3.22389, -1.75874], [2.26016, -1.90466, -1.45835], [3.11624, -0.81473, -1.97888], [-3.58990, 1.39077, 2.63271], [-4.05511, 2.38852, 1.23874], [-2.42677, 1.70542, 1.33816], [-5.95248, 0.80423, 0.77007], [-5.54194, -0.35931, 2.04512], [-6.39966, -1.13192, -0.54046], [-5.39961, -2.15568, 0.51897], [-4.59499, -2.94677, -1.51646], [-2.89700, -2.46860, -1.38521], [-3.89622, -1.87740, -2.73331], [-1.60800, 1.22919, -2.30249], [-2.93529, 0.13480, -2.68809], [-0.61329, -0.42548, -3.62427], [-1.55184, -1.72019, -2.85187], [-0.97869, -3.38831, -3.79421], [0.40639, -3.97184, -4.68267], [-0.04384, -2.27692, -4.82260], [2.81785, -3.19448, -3.95471], [2.06116, -4.62964, -3.24225], [3.91143, -3.18738, -1.74594], [2.48705, -3.94090, -1.00792], [3.52552, -1.06338, -2.96532], [3.94561, -0.65151, -1.29065], [2.53520, 0.10015, -2.07428]],
  "atomic_forces_ev_per_a": [[0.100, 0.076, -0.022], [-0.014, -0.003, -0.029], [0.085, 0.060, -0.002], [-0.060, -0.053, -0.038], [0.049, 0.019, 0.055], [-0.034, -0.031, -0.019], [-0.022, 0.017, -0.023], [0.015, 0.013, 0.070], [-0.080, -0.056, -0.153], [0.047, -0.083, -0.031], [-0.038, 0.106, -0.030], [-0.079, -0.042, -0.039], [0.031, 0.018, 0.067], [-0.025, -0.016, -0.031], [-0.012, -0.001, 0.017], [-0.006, 0.016, 0.011], [0.003, 0.000, -0.014], [0.014, 0.047, -0.002], [0.064, -0.085, 0.035], [-0.058, 0.015, 0.063], [-0.007, 0.034, 0.004], [0.013, 0.007, 0.013], [0.002, 0.004, 0.003], [-0.004, -0.003, -0.003], [-0.006, -0.001, -0.010], [0.014, -0.003, 0.006], [-0.001, -0.008, -0.010], [-0.004, -0.007, -0.007], [0.000, -0.009, 0.003], [-0.003, -0.003, 0.006], [-0.023, 0.013, 0.010], [0.027, 0.014, -0.028], [0.020, -0.073, 0.081], [-0.046, 0.029, -0.024], [0.015, -0.026, -0.028], [0.050, 0.036, 0.000], [0.007, -0.109, 0.015], [0.028, 0.067, 0.020], [0.006, -0.026, 0.020], [-0.002, -0.030, 0.035], [0.045, -0.002, 0.008], [0.003, -0.010, -0.004], [-0.001, -0.023, -0.009], [-0.034, 0.015, 0.034], [-0.028, 0.065, -0.004], [-0.002, -0.006, -0.016], [0.008, 0.011, -0.017], [0.011, -0.014, 0.012], [-0.006, -0.011, 0.002], [-0.008, 0.002, -0.004], [-0.007, 0.013, -0.031], [-0.006, 0.023, 0.003], [-0.007, 0.026, -0.015], [0.012, -0.004, -0.016], [-0.005, -0.013, -0.004], [0.004, 0.011, 0.002], [0.000, 0.010, 0.001], [0.011, -0.014, -0.010], [0.009, 0.033, 0.076], [-0.043, -0.083, -0.091], [-0.052, 0.049, 0.005], [0.073, -0.031, 0.006], [0.065, 0.080, -0.053], [-0.036, 0.038, -0.004], [-0.102, -0.053, 0.105], [-0.018, -0.052, -0.022], [0.048, -0.009, -0.103], [-0.042, -0.058, 0.220], [-0.208, 0.104, 0.047], [0.061, 0.000, 0.117], [0.176, 0.011, -0.094], [-0.072, -0.015, 0.080], [-0.036, 0.002, 0.026], [-0.024, -0.011, 0.049], [-0.050, 0.046, -0.243], [-0.013, -0.004, 0.013], [0.017, -0.001, -0.001], [-0.021, -0.021, 0.002], [0.054, 0.028, -0.031], [0.013, 0.015, 0.026], [0.019, 0.019, 0.013], [0.004, -0.009, -0.010], [-0.020, -0.034, -0.012], [0.002, -0.007, 0.004], [0.014, -0.027, 0.011], [-0.005, -0.011, 0.002], [0.004, -0.001, 0.015], [-0.043, 0.050, 0.050], [0.065, 0.013, -0.087], [0.080, -0.009, -0.053], [0.003, -0.013, 0.019], [0.020, 0.012, -0.011], [-0.023, 0.003, 0.006], [-0.003, 0.013, -0.004], [0.007, -0.008, 0.006], [0.001, 0.009, -0.015], [0.016, 0.006, 0.009], [-0.015, -0.013, 0.004], [-0.006, -0.009, 0.009], [0.024, -0.056, -0.007]],
  "de_lowest_ev": 0.983,
  "largest_force_ev_per_a": 0.3,
  "charge": 1,
  "homo_lumo_gap_ev": 6.435,
  "lumo_ev": -2.98,
  "homo_ha": -0.3461
}